--- a ---
Here is C5H13N2O as an isolated structure from the Open Molecules 2025 dataset. Energies are from ωB97M-V/def2-TZVPD.

LUMO energy (alpha / beta), eV: 0.4 / -2.3
2S+1: 2
Kohn-Sham gap (alpha / beta), eV: 8.7662 / 6.1048
<S²>: 0.75
Net charge: 0

Structure (XYZ):
```
21
Properties=species:S:1:pos:R:3:lowdin_charge:R:1
C -0.028 -0.800 -1.557 -0.247
N 0.915 -1.360 -2.421 0.041
C -0.247 -3.002 0.923 -0.044
C 0.309 0.283 -0.486 -0.449
C 0.694 1.670 -1.076 -0.030
N -0.585 0.089 0.623 -0.029
C -0.315 1.129 1.764 -0.288
O -0.719 2.433 1.592 0.018
H 0.865 -1.745 -1.238 0.115
H -1.067 -0.941 -1.402 0.090
H -0.280 -2.116 1.544 -0.005
H 0.804 -3.330 1.006 0.032
H -0.486 -2.735 -0.135 0.006
H -0.887 -3.807 1.272 0.019
H 1.292 -0.015 -0.093 0.130
H -0.204 2.013 -1.656 0.095
H 1.553 1.695 -1.726 0.077
H 0.771 2.247 -0.153 0.049
H -1.478 0.537 0.409 0.106
H 0.933 1.151 1.975 0.201
H -0.853 0.798 2.632 0.114
```



--- b ---
Here is a single C5H13N2O molecule from the Open Molecules 2025 dataset. Energies are from ωB97M-V/def2-TZVPD.

LUMO energy (alpha / beta), eV: 1.0 / -1.8
2S+1: 2
Kohn-Sham gap (alpha / beta), eV: 9.6382 / 6.9057
<S²>: 0.76
Net charge: 0

Structure (XYZ):
```
21
Properties=species:S:1:pos:R:3:lowdin_charge:R:1
C 0.351 -0.653 -1.119 -0.180
N -0.714 0.088 -1.880 -0.083
C -0.418 1.489 -1.835 -0.364
N -0.525 2.249 -0.588 0.010
C -0.256 -1.448 0.120 -0.197
C 0.712 -1.355 1.293 -0.153
C 0.487 -0.037 2.263 -0.332
O 1.452 0.824 2.041 0.016
H 1.089 0.057 -0.577 0.124
H 0.741 -1.441 -1.743 0.098
H -1.623 -0.319 -1.581 0.114
H -1.056 2.014 -2.599 0.119
H 0.625 1.638 -2.153 0.110
H -1.541 2.308 -0.370 0.076
H -0.057 1.811 0.197 0.024
H -1.159 -1.010 0.545 0.094
H -0.606 -2.430 -0.109 0.094
H 1.753 -1.221 0.940 0.108
H 0.786 -2.265 1.874 0.096
H -0.503 0.354 2.067 0.090
H 0.463 -0.654 3.216 0.136
```



--- c ---
Here is a single C5H13N2O molecule from the Open Molecules 2025 dataset. Energies are from ωB97M-V/def2-TZVPD.

LUMO energy (alpha / beta), eV: 0.7 / 0.5
2S+1: 2
Kohn-Sham gap (alpha / beta), eV: 3.9301 / 9.3203
<S²>: 0.75
Net charge: 0

Structure (XYZ):
```
21
Properties=species:S:1:pos:R:3:lowdin_charge:R:1
C -0.879 0.305 1.903 -0.197
O -2.279 -0.147 1.941 -0.158
C -0.466 0.285 0.412 -0.367
C 0.508 -0.815 -0.006 -0.123
C 1.497 -0.191 -0.993 -0.429
C 1.452 -0.408 -2.309 0.015
N 2.332 0.749 -0.347 0.087
N -1.672 0.300 -0.494 0.090
H -0.346 -0.397 2.540 0.107
H -1.059 1.327 2.281 0.109
H -2.463 -0.767 2.641 0.066
H -0.214 1.359 0.258 0.106
H -0.077 -1.549 -0.554 0.100
H 0.913 -1.292 0.890 0.116
H 0.949 -1.246 -2.757 0.048
H 2.053 0.223 -2.953 0.055
H 2.544 0.440 0.575 0.078
H 3.138 0.977 -0.918 0.093
H -2.211 1.215 -0.425 0.049
H -2.316 -0.463 -0.216 0.085
H -1.401 0.095 -1.473 0.070
```



Result of the stability comparison: b is the most stable of them.



--- a ---
Here is a 2-piece molecular cluster, C4H7NO2S2 overall from the Open Molecules 2025 dataset. Energies are from ωB97M-V/def2-TZVPD.

LUMO energy (alpha / beta), eV: -1.1 / -1.1
Kohn-Sham gap (alpha / beta), eV: 7.2821 / 7.2797
Net charge: 0

Structure (XYZ):
```
16
Properties=species:S:1:pos:R:3:lowdin_charge:R:1
C -1.620 -0.749 0.103 -1.054
C 0.944 0.146 -1.320 -0.059
C 1.239 -0.504 1.167 -0.098
C 0.551 0.199 0.116 -0.370
N -0.035 1.434 0.583 -0.388
O -0.624 2.126 -0.266 -0.070
O -0.044 1.765 1.781 0.042
S -1.434 -2.111 0.888 0.745
S -2.541 0.295 -0.892 0.810
H 0.129 0.570 -1.846 0.025
H 0.938 -0.901 -1.895 0.145
H 1.866 0.711 -1.436 0.094
H 1.557 0.142 1.932 0.068
H 2.039 -1.145 0.658 0.119
H 0.626 -1.345 1.671 0.033
H -3.591 -0.633 -1.245 -0.043
```



--- b ---
Here is a single C4H7NO2S2 molecule from the Open Molecules 2025 dataset. Energies are from ωB97M-V/def2-TZVPD.

LUMO energy, eV: 0.6
SMILES: CN1CS[C@](O)(S)C1=O
Kohn-Sham gap, eV: 9.3233
Net charge: 0

Structure (XYZ):
```
16
Properties=species:S:1:pos:R:3:lowdin_charge:R:1
C -0.518 1.043 0.324 -0.593
C 1.182 -0.533 -0.146 -0.390
C -0.082 0.800 1.759 -1.120
C -0.172 0.390 -2.004 0.034
N 0.041 0.255 -0.555 -0.123
O -1.352 1.891 0.165 0.077
O 0.415 1.938 2.309 -0.109
S 1.091 -0.530 1.706 0.939
S -1.613 0.268 2.664 0.742
H 1.399 -1.525 -0.580 0.096
H 2.132 -0.057 -0.519 0.099
H 0.774 0.544 -2.408 0.078
H -0.600 -0.447 -2.463 0.086
H -0.792 1.191 -2.026 0.060
H -0.280 2.685 2.428 0.163
H -0.851 0.499 3.888 -0.040
```



Result of the stability comparison: b is the most stable of them.



--- a ---
Here is a 2-piece molecular cluster, C5H15N4O overall from the Open Molecules 2025 dataset. Energies are from ωB97M-V/def2-TZVPD.

LUMO energy, eV: -2.6
Kohn-Sham gap, eV: 10.7788
Net charge: +1

Structure (XYZ):
```
25
Properties=species:S:1:pos:R:3:lowdin_charge:R:1
C -1.044 1.430 1.787 -0.080
C -1.731 1.048 0.457 -0.085
C -0.098 0.234 1.997 -0.564
O 0.163 -0.663 1.232 -0.032
N 0.688 0.256 3.026 0.212
H -0.513 2.446 1.674 0.158
H -1.693 1.330 2.629 0.112
H -2.377 1.820 0.114 0.073
H 1.103 -0.614 3.275 0.135
H 0.568 0.951 3.661 0.084
H -2.524 0.441 0.518 0.044
H -1.108 0.914 -0.404 0.058
C -0.599 -1.991 -1.953 -0.071
C 1.050 -0.316 -1.250 -0.452
N 0.410 -1.489 -1.102 -0.002
N 1.145 0.228 -2.458 0.153
N 1.859 0.283 -0.330 0.215
H 0.739 -2.022 -0.199 0.206
H 1.189 -0.344 -3.350 0.158
H 1.091 1.263 -2.655 0.159
H 1.736 0.072 0.629 0.069
H 2.465 1.035 -0.602 0.129
H -0.257 -1.872 -2.993 0.071
H -1.426 -1.298 -2.047 0.083
H -0.836 -3.142 -1.656 0.167
```



--- b ---
Here is a 2-piece molecular cluster, C5H15N4O overall from the Open Molecules 2025 dataset. Energies are from ωB97M-V/def2-TZVPD.

LUMO energy, eV: -2.8
Kohn-Sham gap, eV: 10.8380
Net charge: +1

Structure (XYZ):
```
25
Properties=species:S:1:pos:R:3:lowdin_charge:R:1
C -1.445 0.781 0.098 -0.503
C -0.833 -0.503 -2.510 -0.055
C 0.913 1.423 1.653 -0.039
C 1.388 -1.954 1.105 -0.053
C 0.023 0.371 -0.299 -0.298
N -1.692 1.967 -0.459 0.212
N 0.174 -0.104 -1.557 0.000
N 1.091 0.907 0.322 0.004
N 0.026 -1.374 0.839 0.003
O -2.216 0.118 0.738 0.119
H -1.486 -1.313 -2.155 0.093
H -1.530 0.359 -2.673 0.103
H -0.339 -1.040 -3.330 0.106
H 0.179 0.745 2.162 0.105
H 1.825 1.463 2.277 0.120
H 0.442 2.306 1.757 0.048
H 1.619 -1.676 2.102 0.070
H 1.324 -3.146 1.042 0.142
H 2.099 -1.649 0.433 0.033
H -1.024 2.523 -0.988 0.142
H -2.690 2.125 -0.494 0.141
H 1.123 -0.113 -1.989 0.169
H 1.980 0.898 -0.251 0.188
H -0.655 -2.014 0.483 0.110
H -0.297 -1.103 1.693 0.040
```



Result of the stability comparison: a is the most stable of them.



--- a ---
Here is C28H31N3PZr as an isolated structure from the Open Molecules 2025 dataset. Energies are from ωB97M-V/def2-TZVPD.

LUMO energy, eV: -3.1
Kohn-Sham gap, eV: 6.9224
Net charge: +1

Structure (XYZ):
```
64
Properties=species:S:1:pos:R:3:lowdin_charge:R:1
Zr -0.397 -0.488 0.518 1.558
C 6.702 -1.139 -1.100 -0.070
C 6.159 -1.060 0.175 -0.069
C 4.819 -0.744 0.342 -0.085
C 4.018 -0.499 -0.770 -0.381
C 4.570 -0.582 -2.048 -0.101
C 5.910 -0.890 -2.212 -0.073
P 2.231 -0.147 -0.624 1.116
C 1.852 -0.627 1.111 -0.437
C 1.304 0.329 1.965 -0.224
C 0.219 0.035 2.819 -0.209
C 0.006 -1.374 3.155 -0.140
C 0.648 -2.358 2.511 -0.082
C 1.431 -2.131 1.232 -0.400
C 2.135 1.679 -0.550 -0.325
C 3.253 2.472 -0.598 -0.057
C 3.145 3.876 -0.579 -0.055
C 1.916 4.465 -0.535 -0.019
C 0.737 3.681 -0.521 -0.162
C -0.537 4.293 -0.493 -0.020
C -1.669 3.532 -0.508 -0.075
C -1.568 2.126 -0.537 -0.139
C -0.356 1.450 -0.524 -0.247
C 0.829 2.264 -0.529 -0.218
H 7.744 -1.402 -1.229 0.109
H 6.783 -1.246 1.039 0.109
H 4.393 -0.675 1.335 0.105
H 3.940 -0.394 -2.911 0.106
H 6.335 -0.949 -3.205 0.109
H 1.625 1.361 1.894 0.125
H -0.124 0.792 3.508 0.107
H -0.603 -1.599 4.022 0.114
H 0.551 -3.388 2.830 0.121
H 2.322 -2.765 1.215 0.137
H 4.234 2.018 -0.657 0.105
H 4.045 4.477 -0.591 0.111
H 1.820 5.544 -0.519 0.118
H -0.595 5.375 -0.472 0.119
H -2.646 3.998 -0.496 0.105
H -2.503 1.579 -0.613 0.073
C -2.101 -1.469 -1.845 -0.053
N -3.340 -1.541 -1.074 -0.166
C -3.998 -2.844 -1.156 -0.031
C -3.529 -0.823 0.090 -0.425
N -2.523 -0.556 0.900 0.007
N -4.784 -0.439 0.360 -0.123
C -5.108 0.147 1.653 -0.024
C -5.857 -0.462 -0.630 -0.023
H -2.371 -1.529 -2.899 0.111
H -1.421 -2.294 -1.619 0.070
H -1.590 -0.506 -1.706 0.058
H -3.304 -3.638 -0.860 0.100
H -4.330 -3.038 -2.177 0.101
H -4.861 -2.881 -0.497 0.088
H -2.791 0.049 1.669 0.064
H -4.751 1.178 1.731 0.104
H -4.684 -0.442 2.467 0.101
H -6.188 0.150 1.770 0.099
H -5.444 -0.572 -1.626 0.095
H -6.408 0.477 -0.578 0.100
H -6.556 -1.279 -0.439 0.099
C 0.438 -2.482 0.077 -0.304
H 0.971 -2.737 -0.837 0.041
H -0.144 -3.358 0.379 0.055
```



--- b ---
Here is C28H31N3PZr as an isolated structure from the Open Molecules 2025 dataset. Energies are from ωB97M-V/def2-TZVPD.

LUMO energy, eV: -2.6
Kohn-Sham gap, eV: 7.3328
Net charge: +1

Structure (XYZ):
```
64
Properties=species:S:1:pos:R:3:lowdin_charge:R:1
Zr -0.098 0.160 0.288 1.264
C -4.121 -0.846 5.670 -0.067
C -4.906 -1.070 4.548 -0.066
C -4.328 -1.114 3.283 -0.087
C -2.955 -0.940 3.151 -0.378
C -2.166 -0.704 4.281 -0.087
C -2.749 -0.665 5.539 -0.064
P -2.084 -1.056 1.575 1.029
C -3.392 -1.003 0.286 -0.370
C -3.579 -2.022 -0.642 -0.065
C -4.566 -1.909 -1.618 -0.065
C -5.378 -0.786 -1.667 -0.086
C -5.190 0.245 -0.750 -0.088
C -4.195 0.141 0.211 -0.127
C -1.429 -2.761 1.511 -0.321
C -2.056 -3.775 2.182 -0.063
C -1.554 -5.094 2.124 -0.055
C -0.419 -5.357 1.416 -0.015
C 0.263 -4.323 0.726 -0.160
C 1.469 -4.580 0.022 -0.020
C 2.134 -3.576 -0.616 -0.070
C 1.608 -2.264 -0.596 -0.129
C 0.431 -1.955 0.048 -0.267
C -0.247 -3.006 0.752 -0.213
H -4.580 -0.811 6.652 0.112
H -5.975 -1.215 4.653 0.111
H -4.947 -1.308 2.416 0.106
H -1.098 -0.555 4.169 0.102
H -2.136 -0.488 6.414 0.112
H -2.961 -2.911 -0.600 0.110
H -4.709 -2.712 -2.333 0.113
H -6.162 -0.714 -2.412 0.112
H -5.826 1.122 -0.780 0.111
H -4.056 0.943 0.931 0.099
H -2.944 -3.574 2.771 0.109
H -2.068 -5.887 2.655 0.112
H -0.012 -6.363 1.383 0.121
H 1.863 -5.591 0.015 0.119
H 3.065 -3.777 -1.131 0.109
H 2.172 -1.494 -1.112 0.090
C -3.100 3.701 0.458 -0.035
N -1.887 3.183 -0.182 -0.141
C -0.709 3.157 0.676 -0.073
C -1.957 2.364 -1.258 -0.443
N -1.142 1.312 -1.346 -0.013
N -2.876 2.627 -2.197 -0.132
C -3.205 1.613 -3.192 -0.036
C -3.280 3.993 -2.545 -0.022
H -3.205 3.255 1.449 0.094
H -3.979 3.446 -0.126 0.081
H -3.052 4.784 0.576 0.100
H -0.580 4.141 1.115 0.109
H 0.179 2.954 0.093 0.080
H -0.792 2.450 1.504 0.057
H -1.191 0.882 -2.253 0.056
H -2.525 1.652 -4.046 0.104
H -4.215 1.793 -3.551 0.101
H -3.192 0.620 -2.749 0.074
H -2.771 4.718 -1.922 0.089
H -4.359 4.119 -2.439 0.098
H -3.010 4.187 -3.584 0.100
C 1.122 0.688 1.842 -0.304
H 1.332 1.659 2.276 -0.066
H 1.743 -0.073 2.305 -0.057
```



Result of the stability comparison: b is the most stable of them.